[1]
{
  "formula": "C5H6ClNO",
  "method": "wB97M-V/def2-TZVPD",
  "symbols": ["Cl", "O", "N", "C", "C", "C", "C", "C", "H", "H", "H", "H", "H", "H"],
  "positions_angstrom": [[-3.281841, -0.198764, 0.126023], [0.932872, -1.750064, -0.368694], [-0.591268, 2.587134, -0.405834], [-0.546118, 0.019235, 0.219579], [-0.616578, 1.463837, -0.186985], [2.004978, 0.326606, 0.285780], [-1.706197, -0.825733, -0.376579], [0.811454, -0.599810, -0.013339], [2.040120, 1.171482, -0.440101], [-1.578739, -1.831752, -0.047575], [1.887113, 0.680902, 1.291757], [2.955577, -0.227751, 0.087625], [-0.691877, 0.008582, 1.303045], [-1.619498, -0.823907, -1.474706]],
  "forces_ev_per_angstrom": [[0.0, -0.1, 0.0], [-0.3, 0.6, 0.2], [-0.1, 0.3, -0.2], [-1.5, 0.6, -0.3], [0.3, -1.3, 0.6], [0.4, -0.9, -1.8], [1.0, 0.9, -0.7], [1.5, 0.1, -0.5], [-0.4, -0.4, 0.7], [-0.1, -0.6, 0.3], [0.3, 0.4, 0.5], [-0.8, 0.3, 0.6], [0.1, 0.1, 0.1], [-0.3, 0.1, 0.4]],
  "lumo_ha": 0.017,
  "e_tot_ha": -784.2959,
  "smiles": "CC(=O)[C@@H](C#N)CCl",
  "e_above_lowest_kcal_mol": 16.2
}



[2]
{
  "formula": "C4H7NO",
  "method": "wB97M-V/def2-TZVPD",
  "symbols": ["O", "N", "C", "C", "C", "C", "H", "H", "H", "H", "H", "H", "H"],
  "positions_angstrom": [[1.810794, 0.839281, 0.401846], [-1.226524, 0.561589, 0.847299], [-0.567533, 0.871820, -0.417954], [-1.154318, -0.471902, -0.166491], [0.230037, -1.120736, -0.114232], [0.843848, 0.281918, -0.450575], [1.288425, 0.292598, -1.453866], [0.459591, -1.871938, -0.874894], [-2.082689, -0.885932, -0.540701], [1.425591, 0.923882, 1.285594], [-0.555640, 0.388946, 1.595854], [0.476193, -1.521394, 0.876452], [-0.947772, 1.711863, -0.988335]],
  "forces_ev_per_angstrom": [[0.0, 0.0, 0.2], [0.1, 0.1, 0.1], [0.1, 0.4, -0.2], [-0.1, -0.3, -0.1], [0.1, -0.1, 0.0], [-0.2, -0.1, -0.1], [-0.2, 0.0, 0.3], [-0.1, 0.1, 0.1], [0.1, 0.0, 0.0], [0.2, 0.0, -0.2], [-0.2, 0.0, 0.0], [0.1, 0.0, -0.2], [0.1, -0.1, 0.0]],
  "lumo_ha": 0.036,
  "e_tot_ha": -286.5335,
  "smiles": "O[C@H]1C[C@H]2N[C@@H]12",
  "e_above_lowest_kcal_mol": 61.6
}



[3]
{
  "formula": "C21H54CrNO7S6",
  "method": "wB97M-V/def2-TZVPD",
  "symbols": ["Cr", "S", "S", "S", "S", "S", "S", "O", "O", "O", "O", "O", "O", "O", "N", "C", "C", "C", "C", "C", "C", "C", "C", "C", "C", "C", "C", "C", "C", "C", "C", "C", "C", "C", "C", "C", "H", "H", "H", "H", "H", "H", "H", "H", "H", "H", "H", "H", "H", "H", "H", "H", "H", "H", "H", "H", "H", "H", "H", "H", "H", "H", "H", "H", "H", "H", "H", "H", "H", "H", "H", "H", "H", "H", "H", "H", "H", "H", "H", "H", "H", "H", "H", "H", "H", "H", "H", "H", "H", "H"],
  "positions_angstrom": [[0.166043, -0.506036, -0.494695], [0.630383, 1.562704, -3.465195], [3.731873, -0.025656, -0.456335], [1.916983, -0.660016, 2.992435], [0.970403, -2.608026, -3.585305], [-3.018387, -1.478446, -2.003615], [-0.079907, -3.218606, 1.599985], [2.165523, -0.238826, -0.483935], [-1.304097, 1.187974, -0.066225], [0.585753, 0.855924, -2.072875], [-1.583687, -1.285926, -1.528445], [1.251503, -0.454216, 1.666245], [1.285933, -2.225296, -2.136685], [0.084733, -2.379226, 0.339985], [-1.197607, 1.820844, 1.276695], [4.155553, 1.002384, -1.955245], [-2.377727, -0.160046, 2.387765], [-1.494297, 3.283614, 3.768775], [0.875073, -4.792626, 1.113545], [-3.660697, 1.915464, 1.951625], [-1.751927, -3.902126, 1.647555], [2.380143, -2.136556, -4.732415], [3.536173, -1.620196, 2.749865], [4.352063, -1.582806, -1.181955], [-1.567317, 4.231714, 0.711885], [-3.708257, -2.875286, -1.111305], [-1.183957, 1.723224, -4.023875], [-0.355487, 3.614884, 2.781255], [0.877353, 3.386034, -3.177335], [-2.297927, 1.412314, 2.285405], [2.681603, 0.908574, 3.569235], [-4.050417, -0.232946, -1.272205], [-1.865187, 1.839714, 3.664885], [-0.627857, 3.176674, 1.339465], [1.090553, -4.474686, -3.688625], [0.762573, 3.338394, 0.587355], [-1.025187, 1.246374, 4.026055], [-5.002197, -0.523126, -1.717195], [-4.626027, -3.193486, -1.605825], [4.520703, 1.957994, -1.578975], [0.291303, -4.869866, -3.061615], [2.131043, -4.574596, -3.379615], [-1.349857, -0.521346, 2.355535], [2.927973, 0.902164, 4.631005], [-1.118667, 4.981344, 0.060065], [1.775993, 3.698874, -2.645665], [2.155683, 1.841284, 3.365355], [2.014593, -2.311536, -5.744275], [4.062053, -1.776466, -2.214665], [-1.826077, 2.069704, -3.214105], [-2.392627, 4.672084, 1.271385], [3.161583, 0.969824, -2.401415], [-4.281707, 1.668844, 2.812805], [-4.156097, -0.285046, -0.188585], [-2.713677, -0.524596, 1.417025], [-3.936097, -2.873016, -0.045385], [-3.945887, 0.800414, -1.602855], [3.368023, -2.330936, -4.314785], [1.799743, -4.610386, 0.565945], [-4.086627, 1.317334, 1.146065], [0.395313, 3.058344, -0.399965], [1.545163, 2.655694, 0.918365], [-2.035847, 3.654754, -0.085405], [3.780473, -2.345106, -0.652525], [-0.951067, 3.296094, 4.713675], [-3.035497, -3.681586, -1.403475], [2.338673, -1.068786, -4.517365], [3.308073, -2.385186, 2.007665], [-2.283557, 4.032144, 3.838625], [0.058053, 3.846044, -2.624845], [-0.279807, 4.695634, 2.901125], [3.874373, -2.061106, 3.687575], [0.941373, 3.904774, -4.133845], [0.309793, -5.328906, 0.351335], [-1.648987, 0.798684, -4.366025], [4.915143, 0.601094, -2.626125], [-2.170457, -4.507326, 0.843395], [-2.915987, -0.556116, 3.248875], [1.154393, 4.355144, 0.615605], [5.385963, -1.822176, -0.933275], [-2.619877, 1.798754, 4.450295], [3.612693, 1.203254, 3.085155], [0.684583, 3.440114, 3.056595], [0.797203, -4.953886, -4.622655], [-3.846957, 2.988034, 1.896875], [-1.304137, 2.255484, -4.967465], [-2.476027, -3.182496, 2.029535], [-1.540667, -4.456226, 2.562125], [0.780313, -5.581146, 1.860105], [4.103833, -0.788736, 2.332085]],
  "forces_ev_per_angstrom": [[-0.1, -0.6, -0.8], [-1.9, -0.1, 2.0], [-2.6, -1.4, -1.6], [0.0, -0.1, 1.1], [-0.3, -0.3, 0.1], [1.4, 0.7, 1.0], [0.8, -0.3, -2.3], [5.1, 0.9, -0.5], [0.3, 2.8, 5.7], [-0.1, 1.8, -2.9], [-1.1, -0.2, -0.4], [0.3, 0.4, 1.6], [0.3, -0.9, -2.0], [-0.4, -0.9, 0.8], [-1.5, -2.2, -3.8], [-0.4, -0.2, 1.0], [1.2, 0.8, -1.9], [3.0, -0.2, 0.6], [-2.0, -0.3, -0.6], [-1.3, 0.0, 0.2], [0.5, -0.1, 1.3], [-1.3, 1.1, 2.2], [-1.5, 1.4, -0.5], [-0.7, -1.0, 1.0], [-1.1, -1.3, -2.0], [-0.3, -1.0, -0.8], [0.3, -0.5, -0.3], [-0.8, 1.0, 0.6], [-0.3, 0.2, 0.0], [0.9, -1.8, 0.6], [0.9, 0.8, -0.3], [-1.3, 0.2, -0.2], [-0.1, 1.0, 0.7], [1.9, 2.6, 0.8], [-0.3, 1.2, 0.3], [-1.9, -1.2, -0.4], [0.1, -0.1, -0.2], [-0.4, -0.1, 0.2], [-0.2, 0.4, -0.2], [-0.5, 0.2, -0.2], [0.6, 0.2, 0.9], [-0.3, -1.0, 0.1], [0.2, -0.1, 0.6], [-0.3, -0.5, 0.1], [0.7, 0.3, 0.8], [0.3, -0.9, 0.1], [-1.1, -0.6, 0.1], [0.8, -0.4, 0.0], [0.3, 0.7, 0.0], [0.5, 0.5, 0.1], [0.4, -0.1, 0.5], [0.2, 0.6, -0.3], [0.0, -0.3, 0.2], [0.3, -0.1, -0.1], [-0.7, -0.2, 0.2], [0.5, 0.6, 0.0], [0.8, -0.2, -0.1], [0.0, -1.2, -0.7], [0.3, 0.4, 1.0], [0.0, 0.7, -0.3], [1.0, 0.1, -0.5], [-0.2, -0.2, 0.1], [-0.7, -0.1, -0.1], [-0.2, 0.0, 0.2], [-0.4, 0.6, 0.5], [0.3, -0.1, 0.4], [-0.2, 0.4, -0.5], [0.0, 0.0, 0.0], [-0.1, -0.2, -0.5], [-0.3, -0.4, 0.0], [-0.3, 0.4, -1.1], [0.0, 0.4, -0.1], [-0.2, -0.4, -0.3], [-0.6, 0.6, -0.5], [0.8, -0.8, 0.6], [-0.1, -0.4, 0.3], [0.6, 0.1, 0.0], [-0.1, 0.4, -0.2], [-0.5, 0.0, 0.1], [0.2, 0.6, -0.3], [-0.6, -1.1, -0.5], [0.4, -0.8, -0.4], [-0.2, -1.3, 0.6], [0.7, 0.7, -0.6], [0.5, 0.0, -0.7], [0.5, 0.9, 0.4], [0.2, 0.5, -0.4], [-0.5, -0.9, 0.0], [1.0, 0.6, 0.7], [0.8, -0.7, 0.1]],
  "s_squared": 8.760,
  "lumo_ha": [-0.136, -0.210],
  "e_tot_ha": -4846.7328,
  "spin_multiplicity": 6,
  "charge": 2
}